w | 54
Properties=species:S:1:pos:R:3 method="wB97M-V/def2-TZVPD" homo_ev=-5.46 lumo_ev=1.24 total_charge=-1
Cl -1.98 -5.79 -6.92
H -1.40 2.63 -0.93
F -0.79 5.04 0.02
O 0.06 1.29 -0.16
O -1.20 1.87 -3.57
C 8.47 -0.17 3.22
C 0.73 0.51 -1.21
C -1.69 -4.27 -6.03
Cl 2.29 1.50 9.70
C -3.33 -1.92 -2.44
Cl 7.12 0.58 4.11
H 1.23 1.14 -2.06
C -0.17 3.79 0.59
H 0.49 -1.31 -2.57
C -2.63 -3.09 -0.41
H -0.22 1.59 -3.66
H -2.84 -2.85 -2.99
Cl -4.72 1.18 0.30
Cl 2.37 -0.54 4.11
Cl 7.83 -1.39 2.08
H -0.45 -1.43 -0.94
Cl 1.86 -0.12 7.33
H -4.40 -1.80 -2.96
Cl 2.54 0.90 1.59
O -3.58 -2.14 -1.01
F 1.22 4.18 0.97
F -1.02 3.40 1.75
H 0.35 3.05 -1.50
C 2.69 -0.70 2.36
H -2.09 -0.21 -5.47
C -0.22 -0.71 -1.85
H -1.97 -2.45 0.36
Ta -2.15 0.03 -2.89
Cl -2.98 -3.11 -6.40
H -3.12 -3.97 0.19
Cl -3.88 3.89 0.92
Cl -4.28 1.97 3.07
Cl 9.57 -0.97 4.38
H -2.63 0.81 -1.24
O -1.62 -0.82 -4.80
Cl -6.57 3.01 1.60
H -1.84 -3.53 -1.18
Cl 9.36 1.08 2.33
I -4.63 1.14 -3.94
Cl 4.51 0.93 7.91
Cl 2.38 2.73 7.07
Cl 1.50 -1.82 1.64
C -0.26 2.65 -0.59
H 1.63 -0.07 -0.67
C 2.76 1.26 8.00
C -4.86 2.51 1.47
Cl -1.67 -4.61 -4.28
Cl -0.11 -3.59 -6.52
Cl 4.33 -1.33 2.11


x | 54
Properties=species:S:1:pos:R:3 method="wB97M-V/def2-TZVPD" homo_ev=-5.11 lumo_ev=1.38 total_charge=-1
Cl 4.39 -5.66 -2.62
Cl -3.63 -2.48 2.56
Cl 4.35 0.25 -2.85
H -1.18 3.16 2.44
H -4.44 1.59 -1.09
O 0.30 0.17 1.20
Cl 3.27 -0.39 -0.25
Cl 6.27 -7.69 -1.79
H -2.34 -1.05 -1.53
C -4.37 0.93 -0.21
C 1.22 -0.93 3.06
O -1.84 2.59 2.86
C 3.16 -0.72 -1.97
F 2.52 -0.62 2.77
H 0.93 1.44 -0.24
H -5.38 0.92 0.23
H -3.09 0.40 -2.25
Cl -6.33 5.99 -3.45
Cl 5.68 -5.46 -0.06
C -5.28 5.18 -2.27
Cl -3.91 6.23 -1.89
C 0.25 0.14 2.59
Cl -1.89 -2.94 4.80
C -1.21 1.67 -0.03
Ta -2.96 1.77 1.36
H -3.83 -1.21 -2.50
F 1.15 -1.08 4.40
Cl 7.84 -1.09 -2.43
O -4.10 -0.43 -0.62
I -5.09 1.53 3.30
Cl -6.19 4.84 -0.80
Cl 3.53 -2.43 -2.26
Cl -1.99 -4.85 2.64
H -3.94 4.07 1.52
H -0.75 -0.10 2.98
O -3.52 3.63 0.77
Cl 9.66 1.03 -1.71
H 0.46 2.24 1.27
Cl 7.20 -5.04 -2.47
C 8.70 0.34 -3.02
Cl -4.23 -4.59 4.44
Cl 1.54 -0.35 -2.55
C -3.30 -0.57 -1.77
F 0.99 -2.13 2.50
H -1.17 2.63 -0.57
C -2.94 -3.70 3.60
H -1.37 0.89 -0.78
C 5.88 -5.96 -1.73
Cl -4.68 3.68 -2.97
C 0.18 1.43 0.57
Cl 7.53 1.53 -3.59
H -2.50 0.07 1.86
Cl 9.77 -0.12 -4.35
H 0.57 1.09 3.05


Order from most stable to least stable according to the calculation: x, w


w | 20
Properties=species:S:1:pos:R:3 method="wB97M-V/def2-TZVPD" homo_ev=-4.43 lumo_ev=3.39 total_charge=-1
O -2.66 -0.81 -0.17
C 0.01 -1.80 -0.44
H 1.35 0.40 -0.90
H -0.62 -0.51 1.16
H 1.01 -1.13 1.35
C 0.30 -0.72 0.63
O -1.42 3.52 0.35
H -0.20 -1.30 -1.39
N -0.21 2.77 0.43
H -1.15 1.25 -0.57
H 1.61 1.04 0.72
O -1.14 -3.64 0.62
C 0.86 0.61 0.05
C -1.22 -2.65 -0.08
H 0.89 -2.45 -0.57
O -3.15 -2.54 -1.51
H -2.15 2.91 0.20
C -2.51 -1.95 -0.64
C -0.23 1.61 -0.13
O 0.72 3.34 0.99


x | 20
Properties=species:S:1:pos:R:3 method="wB97M-V/def2-TZVPD" homo_ev=-4.81 lumo_ev=3.51 total_charge=-1
N -0.14 -2.15 -0.26
H 0.71 -0.89 -1.64
H -1.92 -0.29 1.03
H -1.06 0.72 -1.73
C -1.64 0.51 0.35
C -1.27 -0.08 -1.01
C -0.39 1.21 0.89
C 1.99 1.02 -0.30
H -0.48 1.38 1.96
H -2.47 1.21 0.26
O 1.69 1.90 -1.10
H -0.25 2.17 0.38
O -1.14 -2.43 0.41
C 0.85 0.41 0.62
H 2.38 -0.36 1.22
O 3.08 0.51 0.01
C -0.04 -0.92 -0.87
O 1.41 -0.32 1.57
O 0.79 -2.95 -0.40
H -2.11 -0.68 -1.39


Order from most stable to least stable according to the calculation: x, w